(1)
Entry from the Open Molecules 2025 dataset: a cluster of 4 separate species, C20H26NO11S in total in a non-equilibrium geometry (wB97M-V/def2-TZVPD).

Output
Frontier orbital gap: 6.22 eV
Electronic energy: -2057.9199 a.u.
Charge: +1
HOMO level: -10.8017 eV

Each line ends with the natural charge from an NBO analysis.
Positions of all 59 atoms, in Å:
S: 2.90033 -4.79165 -2.04658  0.333
O: -2.41229 -2.09218 -5.22510  -0.570
O: -1.50786 -0.25666 -4.32108  -0.526
O: -1.23798 -1.26240 5.63700  -0.586
O: -3.40323 -0.64700 5.53274  -0.486
O: 0.84513 1.81573 2.72559  -0.474
O: 0.84214 2.83749 0.71713  -0.583
O: -1.87631 0.79641 6.30081  -0.499
O: 2.18976 1.07546 1.09993  -0.548
O: 5.68649 -3.16179 -2.93061  -0.454
O: -3.37966 -0.07169 -5.52969  -0.474
O: 3.79073 -4.25547 -3.38792  -0.634
N: 2.24941 0.28045 -1.83234  -0.406
C: -3.63954 2.34641 -5.69628  -0.630
C: -3.26610 2.61978 7.12075  -0.628
C: 3.38874 -0.00308 -1.23158  0.051
C: -3.08096 1.54855 6.07407  0.063
C: -1.72853 1.14702 -4.53808  -0.101
C: 0.89145 -3.25421 -4.42305  -0.297
C: 2.48848 -1.57035 -3.26193  -0.057
C: 3.68254 -1.90578 -2.61086  -0.075
C: 4.13377 -1.08960 -1.57069  -0.179
C: 1.59456 0.49928 4.63843  -0.633
C: 2.58768 0.40251 2.30988  -0.100
C: -2.08948 -0.45111 5.80522  0.971
C: 1.24482 1.99541 1.45324  0.974
C: 1.34660 0.53014 3.15325  0.062
C: -2.44552 -0.92001 -5.04820  0.973
C: -4.11878 0.45765 6.10322  -0.096
C: 2.03435 -2.42765 -4.40943  -0.232
C: 1.77267 -0.45078 -2.82537  0.099
C: 4.51011 -3.11709 -2.98644  0.770
C: -3.20406 1.18276 -4.84046  0.063
H: 0.70163 0.80923 5.17971  0.254
H: 2.39194 1.18986 4.92101  0.215
H: -4.65718 2.19498 -6.05471  0.243
H: 0.59969 -0.22247 2.88440  0.196
H: -5.00090 0.69525 5.51283  0.209
H: 3.45118 0.92642 2.72539  0.197
H: 1.73544 1.11186 -1.54552  0.464
H: 0.83219 -0.22597 -3.33902  0.263
H: 2.85967 -0.63266 2.11020  0.207
H: 1.96529 -3.82924 -1.79713  0.088
H: 1.87083 -0.50303 4.96350  0.239
H: 3.76901 0.62580 -0.43835  0.264
H: -3.00475 2.44487 -6.57849  0.220
H: 5.07205 -1.31181 -1.07222  0.272
H: -4.12362 3.24910 6.88332  0.228
H: 2.69006 -2.40215 -5.29704  0.235
H: -1.10858 1.46755 -5.37921  0.189
H: -3.41772 2.18161 8.10846  0.221
H: -3.59977 3.27831 -5.13244  0.229
H: -2.37681 3.24671 7.18633  0.233
H: -3.80259 1.14714 -3.92580  0.192
H: -1.45909 1.72489 -3.65524  0.202
H: -4.42713 0.18150 7.11411  0.191
H: -0.08964 -2.83763 -4.74800  0.253
H: -3.00697 2.00417 5.08185  0.183
H: 0.98643 -4.31209 -4.13325  0.225

***

(2)
Entry from the Open Molecules 2025 dataset: the ion C20H26NO3 with charge +1 in a non-equilibrium geometry (wB97M-V/def2-TZVPD).

Output
Structure (SMILES): CCOC(=O)[C@@H](C=[N+]1CCOCC1)[C@]1(c2ccccc2)C=CCC1
Frontier orbital gap: 7.85 eV
Energy relative to the best compared isomer or geometry (same formula, charge and spin): 167.8 kJ/mol
Electronic energy: -1057.8780 a.u.
Charge: +1
HOMO level: -12.0207 eV

Each line ends with the natural charge from an NBO analysis.
Positions of all 50 atoms, in Å:
O: -2.57785 -1.68550 2.12780  -0.491
O: 4.18371 -2.20213 1.68313  -0.489
O: -2.07195 -3.19983 0.53063  -0.605
N: 1.61521 -2.34751 0.92133  -0.247
C: -1.75027 -0.68262 -1.21499  -0.404
C: 1.91570 1.54948 -1.62120  -0.204
C: -3.31369 -0.62430 -1.04003  -0.461
C: 0.37938 1.93261 0.69874  -0.221
C: -0.62226 -1.23484 0.90342  -0.443
C: 0.44981 -2.09722 0.35411  0.359
C: -1.79347 -2.17121 1.16333  0.825
C: 2.52784 -3.33345 0.25602  -0.255
C: 2.14755 2.67522 -0.81945  -0.206
C: 1.85675 -1.89506 2.31518  -0.265
C: 1.43552 2.79942 0.36076  -0.188
C: -2.33228 0.68007 0.70872  -0.206
C: -1.13025 -0.02344 0.04396  -0.042
C: -3.83174 -2.38000 2.26880  -0.083
C: -4.43919 -1.90222 3.54529  -0.635
C: 0.89341 0.64965 -1.30280  -0.185
C: 3.92483 -3.33148 0.84721  -0.088
C: 0.06079 0.89470 -0.21798  -0.052
C: -3.50058 0.20734 0.19243  -0.137
C: 3.27235 -2.17120 2.78635  -0.087
H: -4.51220 0.47411 0.53745  0.229
H: -1.38492 -1.72309 -1.18626  0.196
H: -3.62792 -3.46436 2.28700  0.212
H: 3.61305 -1.33838 3.42139  0.230
H: 0.73187 -0.23603 -1.93295  0.202
H: -3.83268 -0.19715 -1.91973  0.239
H: -0.17710 2.05759 1.59879  0.216
H: 1.12016 -2.37986 2.96624  0.231
H: 2.06398 -4.32524 0.33742  0.233
H: -3.70691 -1.63300 -0.93526  0.228
H: -5.49508 -2.21194 3.55129  0.229
H: -1.47699 -0.22136 -2.15012  0.236
H: 1.62899 3.63350 1.02612  0.225
H: 2.58336 -3.08502 -0.80889  0.235
H: 4.00899 -4.25721 1.43144  0.183
H: -0.28015 -0.66327 1.75441  0.269
H: -4.38194 -0.82386 3.71649  0.226
H: 3.27383 -3.12271 3.33942  0.183
H: 2.48329 1.39713 -2.53533  0.225
H: 1.68548 -0.81408 2.37410  0.239
H: -4.49911 -2.15575 1.42708  0.193
H: -2.23166 1.42556 1.48610  0.226
H: 4.67043 -3.28291 0.04493  0.228
H: 0.20208 -2.61693 -0.57661  0.241
H: -4.01291 -2.43368 4.39592  0.218
H: 2.88789 3.41776 -1.11933  0.234

***

(3)
Entry from the Open Molecules 2025 dataset: a cluster of 2 separate species, C20H27BrClINO3 in total in a non-equilibrium geometry (wB97M-V/def2-TZVPD).

Output
Frontier orbital gap: 3.55 eV
Electronic energy: -4390.5045 a.u.
Charge: -1
HOMO level: -1.7605 eV

Each line ends with the natural charge from an NBO analysis.
Positions of all 54 atoms, in Å:
I: -0.83860 -0.57584 -2.02117  0.140
Br: 2.72454 0.77569 -2.21695  -0.028
Cl: -1.17385 -3.81161 2.31416  -0.102
O: -1.98106 4.01327 0.33901  -0.514
O: 2.04334 2.22369 1.35403  -0.859
O: 5.05873 1.64640 3.21003  -0.891
N: -0.31606 -0.71479 2.26132  -0.531
C: 1.48437 -0.37760 0.17706  -0.652
C: 0.23074 -3.66090 -0.04600  -0.439
C: -1.76006 2.96468 -0.23770  0.601
C: 3.19612 2.59057 1.94243  -0.064
C: -4.73044 1.07424 -1.73729  -0.199
C: -0.03802 -2.86593 1.23352  -0.138
C: -0.30879 0.59583 2.05682  0.202
C: -2.76896 2.38598 -1.22658  -0.132
C: -3.85285 1.62259 -0.83058  -0.215
C: -0.45243 2.16740 0.00758  -0.554
C: -0.05918 -0.48134 -0.00046  -0.003
C: -3.49567 2.03652 -3.49661  -0.228
C: 3.67467 -1.36270 -0.52980  -0.625
C: -1.03536 -4.07983 -0.83576  -0.631
C: -0.69591 -1.47694 1.03849  -0.145
C: -2.62068 2.58131 -2.59065  -0.148
C: 3.92848 1.31487 2.61335  0.011
C: 2.33940 -0.76429 -1.04945  -0.200
C: -0.74931 0.82177 0.63104  -0.321
C: -4.57162 1.26265 -3.09731  -0.221
H: 3.13295 0.85574 3.26734  0.037
H: 1.89818 -1.53723 -1.68567  0.197
H: -5.25543 0.79993 -3.80340  0.213
H: 3.96041 3.04197 1.28204  0.126
H: 0.71682 -4.59442 0.27571  0.218
H: -1.76253 3.16081 -2.93182  0.214
H: 3.40654 -2.19412 0.14069  0.194
H: 4.00701 0.56678 1.77494  0.041
H: 1.76834 0.67679 0.44096  0.379
H: 1.84809 -0.98719 1.01180  0.229
H: 3.11542 3.33846 2.75760  0.102
H: -4.01215 1.43284 0.23279  0.211
H: -1.81843 0.53611 0.63349  0.221
H: -0.86037 -5.09810 -1.21411  0.210
H: 0.94076 -3.16834 -0.72018  0.233
H: -1.22564 -3.45724 -1.71321  0.225
H: -0.05160 -1.19977 3.10554  0.427
H: -3.32602 2.19266 -4.56236  0.211
H: 0.87192 -2.75743 1.83090  0.230
H: -5.54726 0.45583 -1.36471  0.208
H: 0.10723 2.77537 0.73365  0.325
H: -1.94317 -4.12586 -0.22510  0.216
H: 4.28316 -0.59992 -0.03627  0.257
H: 4.19198 -1.83160 -1.37883  0.201
H: -1.79052 -1.53335 0.96726  0.229
H: -0.00878 1.28633 2.83877  0.274
H: 0.12157 2.05924 -0.92036  0.260

***

(4)
Entry from the Open Molecules 2025 dataset: an isolated molecule of C20H27FN4O4 (wB97M-V/def2-TZVPD).

Output
Structure (SMILES): CCN(C[C@@H](C)NC(=O)c1cc(O)nn1C)C(=O)[C@@H](Cc1ccc(F)cc1)OC
Frontier orbital gap: 9.32 eV
Energy relative to the best compared isomer or geometry (same formula, charge and spin): 73.5 kJ/mol
Electronic energy: -1398.1682 a.u.
Charge: 0
HOMO level: -8.7064 eV

Each line ends with the natural charge from an NBO analysis.
Positions of all 56 atoms, in Å:
F: 6.71534 -1.44916 -1.54682  -0.330
O: 0.33624 -2.79122 -1.44275  -0.527
O: 1.77514 -1.94295 0.64470  -0.633
O: -1.30419 -3.69398 8.26889  -0.663
O: -0.51144 -2.07034 2.71848  -0.633
N: -1.73080 -4.27309 6.05331  -0.333
N: 0.55194 -0.02527 0.87083  -0.441
N: -1.34372 -3.79062 4.85696  -0.128
N: 1.12663 -1.26970 4.07513  -0.604
C: 1.87638 -0.51260 3.06505  -0.070
C: 0.94012 0.37311 2.22792  -0.207
C: 3.28481 -2.15743 -2.41684  -0.157
C: 3.46065 0.10045 -1.64594  -0.184
C: -1.83031 -4.43224 3.64875  -0.400
C: 0.02408 -2.00753 3.81446  0.657
C: 0.96295 -1.14466 0.21694  0.691
C: 5.38838 -1.28113 -1.73833  0.389
C: 1.18943 -0.75741 -2.29083  -0.415
C: -0.34566 -2.51307 6.34771  -0.375
C: -1.13558 -3.50344 6.94324  0.427
C: 4.82450 -0.05776 -1.44474  -0.285
C: 2.88507 0.35343 3.80570  -0.611
C: -1.79700 0.76996 0.66438  -0.618
C: -0.52023 -2.73272 4.99229  0.053
C: 0.35312 -1.41139 -1.18254  0.018
C: -0.54326 -3.50441 -0.59339  -0.255
C: -0.33884 0.96020 0.26301  -0.210
C: 4.64508 -2.33822 -2.22386  -0.275
C: 2.67553 -0.93997 -2.12992  -0.050
H: 0.22412 -1.74394 6.83881  0.229
H: 1.42211 1.35264 2.13465  0.190
H: 3.00028 1.05576 -1.41769  0.205
H: -2.41637 1.56198 0.24125  0.212
H: -1.91248 0.78840 1.74774  0.213
H: 1.56264 -1.39204 4.97360  0.401
H: 0.00564 1.94876 0.57937  0.197
H: -0.67466 -1.03149 -1.23318  0.175
H: -0.23745 -3.43207 0.45230  0.199
H: -2.17432 -0.19144 0.31396  0.212
H: 5.12972 -3.28093 -2.43744  0.229
H: -1.01104 -4.60078 2.95500  0.221
H: -0.23482 0.94420 -0.81773  0.204
H: 0.96401 0.30927 -2.34503  0.207
H: 2.68027 -2.98040 -2.77505  0.226
H: -2.26421 -5.37800 3.95868  0.223
H: -2.57913 -3.81468 3.15760  0.216
H: 0.02204 0.53592 2.79779  0.209
H: -0.51271 -4.54505 -0.90921  0.192
H: 3.53339 -0.25799 4.43587  0.213
H: 2.39698 -1.20564 2.41410  0.263
H: 3.51837 0.87696 3.09039  0.223
H: 0.84790 -1.20568 -3.22608  0.233
H: 5.44532 0.74535 -1.07172  0.226
H: 2.38781 1.09591 4.43526  0.205
H: -1.56915 -3.12799 -0.69339  0.158
H: -1.90441 -4.44128 8.38106  0.491

***

(5)
Entry from the Open Molecules 2025 dataset: an isolated molecule of C20H27FN4O4 (wB97M-V/def2-TZVPD).

Output
Structure (SMILES): CCN(C[C@@H](C)NC(=O)c1cc(O)nn1C)C(=O)[C@@H](Cc1ccc(F)cc1)OC
Frontier orbital gap: 9.56 eV
Energy relative to the best compared isomer or geometry (same formula, charge and spin): 28.6 kJ/mol
Electronic energy: -1398.1852 a.u.
Charge: 0
HOMO level: -8.9517 eV

Each line ends with the natural charge from an NBO analysis.
Positions of all 56 atoms, in Å:
F: -0.09468 -6.42301 -2.85687  -0.328
O: -0.79627 -2.22569 1.21614  -0.628
O: 2.20136 -2.94955 -6.45414  -0.666
O: 3.55412 1.02091 -2.36818  -0.633
O: -3.33374 -1.60762 0.59959  -0.531
N: 3.39219 -0.98362 -6.04557  -0.331
N: 3.64054 -0.24000 -4.95201  -0.125
N: 2.69541 -0.88333 -1.49825  -0.612
N: 0.13073 -0.55254 0.03084  -0.447
C: 2.40058 -1.91851 -4.24564  -0.378
C: -0.45172 -4.16198 -3.38898  -0.322
C: -0.01210 1.92223 0.14482  -0.619
C: -1.99252 -3.91559 -1.08299  -0.166
C: 1.42284 -0.99865 0.55811  -0.222
C: 2.63653 -0.39439 -0.12630  -0.059
C: 3.90885 -0.74264 0.63721  -0.610
C: -0.93570 -1.29369 0.44254  0.667
C: 2.64917 -1.98737 -5.61966  0.437
C: -1.41240 -5.13422 -1.39667  -0.280
C: -0.65494 -5.23444 -2.54670  0.396
C: -1.03159 -2.94537 -3.05004  -0.141
C: 3.14033 -0.11911 -2.52198  0.653
C: -2.32484 -0.97902 -0.14815  0.027
C: -2.45230 -1.47368 -1.59714  -0.427
C: 3.05776 -0.76514 -3.85464  0.046
C: -1.81002 -2.80506 -1.90546  -0.079
C: 0.02179 0.68193 -0.73968  -0.216
C: -3.49666 -1.06892 1.89822  -0.254
C: 4.43354 0.96874 -5.09212  -0.400
H: 1.81618 -2.59751 -3.65016  0.232
H: 2.38763 -1.82392 -1.68534  0.407
H: -0.87852 1.90025 0.80853  0.206
H: 3.88656 -0.31234 1.63906  0.214
H: -4.35931 -1.56204 2.33993  0.197
H: 4.02146 -1.82476 0.72872  0.208
H: 1.47962 -0.78112 1.62904  0.208
H: 1.45859 -2.08805 0.47889  0.223
H: -0.87381 0.63892 -1.35155  0.206
H: -3.69150 0.00971 1.84587  0.158
H: 3.80432 1.85266 -5.01134  0.215
H: -0.88031 -2.09154 -3.70186  0.205
H: -0.06490 2.82586 -0.46359  0.219
H: 5.19202 1.01338 -4.31657  0.224
H: -2.57836 -3.81667 -0.17956  0.243
H: -2.49638 0.10685 -0.12840  0.180
H: -2.61858 -1.25343 2.51946  0.191
H: 0.85191 0.73794 -1.44069  0.214
H: 2.56115 0.69122 -0.18896  0.225
H: 0.13748 -4.28335 -4.28896  0.236
H: 0.88236 1.98706 0.76612  0.208
H: -3.52534 -1.51589 -1.79958  0.240
H: -1.53977 -6.00073 -0.76232  0.231
H: 2.52426 -2.74302 -7.33974  0.492
H: 4.89340 0.92330 -6.07444  0.223
H: 4.77492 -0.34571 0.10950  0.227
H: -2.03692 -0.72776 -2.27587  0.210